*A*
Computed, not measured: C4H7N3O as an isolated structure, with ωB97M-V with the def2-TZVPD basis set.

XYZ file:
```
15
Properties=species:S:1:pos:R:3:mulliken_charge:R:1
C -0.61587 -0.19542 1.21878 0.590
C 0.42739 -1.08709 0.18709 0.327
N -0.06332 0.33290 2.35438 -0.456
N -0.17108 -1.92600 -0.65986 -0.407
C 0.74262 0.19790 -0.24401 -0.525
C 0.18926 1.61269 -1.99793 -0.275
N 0.68835 0.51940 -1.59992 -0.394
O -1.80176 -0.43814 1.12659 -0.607
H -0.65494 0.33748 3.17157 0.259
H 0.93650 0.30100 2.46572 0.212
H -0.00749 -2.90269 -0.83061 0.182
H -1.01565 -1.76616 -1.19644 0.173
H 1.36760 0.84143 0.36775 0.390
H 0.25962 1.85239 -3.05425 0.266
H -0.28125 2.32030 -1.30885 0.265
```

Results
lowest unoccupied orbital energy	0.0092	Ha
HOMO level	-8.07	eV

=====

*B*
Computed, not measured: a 2-piece molecular cluster, C4H7N3O overall, with ωB97M-V with the def2-TZVPD basis set.

XYZ file:
```
15
Properties=species:S:1:pos:R:3:mulliken_charge:R:1
H 1.09979 -1.33254 0.55885 0.309
N 1.10804 -0.22336 0.70875 -0.730
C 0.16890 0.52406 0.32824 0.675
C 0.44580 1.93046 -0.09106 -1.117
C -1.28919 0.09657 0.26278 0.745
C -1.54117 -1.37405 0.05134 -1.294
O -2.17095 0.91941 0.31224 -0.542
H 1.50685 2.12611 -0.03610 0.355
H 0.10241 2.08006 -1.12441 0.292
H -0.13116 2.60486 0.54273 0.315
H -2.57156 -1.52597 -0.25492 0.347
H -0.86572 -1.78151 -0.70091 0.344
H -1.37194 -1.90380 0.98923 0.333
N 2.86620 -0.53110 -0.68392 0.201
N 2.64372 -1.60920 -0.86283 -0.234
```

Results
lowest unoccupied orbital energy	0.0072	Ha
SMILES string	[H]/N=C(/C)C(C)=O.N#N
HOMO level	-9.22	eV

=====

*C*
Computed, not measured: one molecule with the formula C4H7N3O, with ωB97M-V with the def2-TZVPD basis set.

XYZ file:
```
15
Properties=species:S:1:pos:R:3:mulliken_charge:R:1
H -2.94686 -1.37880 0.64154 0.220
N -2.12172 -0.67701 0.83558 -0.681
C -2.15474 0.02359 -0.32808 0.138
N -1.02934 0.67592 -0.66235 -0.124
C 0.27389 0.70894 -0.09672 0.194
C 0.77030 1.88264 0.49843 -0.864
C 1.24844 -0.42495 -0.23513 0.593
N 0.74112 -1.64347 -0.06011 -0.490
O 2.49752 -0.31311 -0.07354 -0.643
H -3.12839 -0.02116 -1.08879 0.266
H -1.04984 1.43776 -1.24055 0.249
H 0.12540 2.72712 0.63788 0.324
H 1.66777 2.05267 1.18398 0.257
H 1.50552 -2.22976 -0.00528 0.254
H -0.11149 -1.71234 0.63678 0.308
```

Results
lowest unoccupied orbital energy	0.0048	Ha
SMILES string	[H]/N=C/NC(=C)C(N)=O
HOMO level	-9.19	eV

=====

Of them, the most stable is *B* and the least stable is *A*.

=====

*A*
Computed, not measured: one molecule with the formula C4H7N3O, with ωB97M-V with the def2-TZVPD basis set.

XYZ file:
```
15
Properties=species:S:1:pos:R:3:mulliken_charge:R:1
H -0.11575 -0.27503 -2.77739 0.256
N 0.65957 -0.11332 -2.14082 -0.686
C 0.30703 0.22811 -0.97546 0.519
N 1.21635 0.59582 0.01399 -0.455
C 2.37141 0.10641 0.07706 -0.339
N -0.97335 0.34169 -0.47129 0.178
O -2.03602 0.11430 -1.34202 -0.467
C -1.22840 0.42104 0.92004 -0.156
C -0.67014 -0.30623 1.88925 -0.634
H 2.70899 -0.72384 -0.54418 0.283
H 3.05892 0.50844 0.80987 0.275
H -2.35988 -0.78748 -1.19636 0.341
H -2.15047 0.96320 1.09473 0.363
H -1.03294 -0.21735 2.89761 0.280
H 0.24467 -0.85576 1.74496 0.243
```

Results
lowest unoccupied orbital energy	0.0212	Ha
SMILES string	[H]/N=C(/N=C)N(O)C=C
HOMO level	-8.68	eV

=====

*B*
Computed, not measured: one molecule with the formula C4H7N3O, with ωB97M-V with the def2-TZVPD basis set.

XYZ file:
```
15
Properties=species:S:1:pos:R:3:mulliken_charge:R:1
N -2.69697 0.54926 0.01867 -0.558
N -1.70012 -0.57958 0.01606 -0.238
C -0.50161 -0.21860 -0.12352 0.498
O 0.18478 -1.17204 -0.56984 -0.363
C 1.39939 -1.20015 0.29106 -0.392
C 1.74655 0.34023 0.44120 -0.132
C 1.33946 1.29751 -0.57555 -0.292
N 0.37951 0.94004 0.31748 -0.381
H -2.53643 1.14671 0.82496 0.223
H -3.67009 0.15585 0.38982 0.272
H 0.97628 -1.77976 1.18214 0.323
H 2.31004 -1.72491 -0.22766 0.218
H 2.23554 0.60457 1.52206 0.225
H 1.46198 0.96226 -1.49643 0.379
H 1.96477 2.32974 -0.30073 0.220
```

Results
lowest unoccupied orbital energy	0.0334	Ha
SMILES string	N/N=C1/OC[C@H]2CN12
HOMO level	-8.87	eV

=====

Of them, the most stable is *A* and the least stable is *B*.